ORCA calculation (wB97M-V/def2-TZVPD) on a 10-piece molecular cluster, C37H103N11O10 overall.

The geometry in XYZ format:
```
161
Properties=species:S:1:pos:R:3:forces:R:3:mulliken_charge:R:1
C -3.9569 -1.8855 0.2499 -0.450 -0.046 -0.743 0.455
O -4.4756 -1.1113 1.0465 0.460 -0.433 -0.302 -0.691
N -3.6839 -3.2510 0.6189 0.194 1.676 -0.983 -0.387
N -3.6749 -1.5263 -1.0560 0.937 -1.527 0.336 -0.096
H -3.7243 -3.9079 -0.1371 0.203 -0.060 -0.544 0.224
H -4.3765 -3.5167 1.2720 -0.542 -0.214 1.138 0.284
H -3.0442 -2.1462 -1.6035 -0.789 0.949 0.486 0.103
H -3.8190 -0.5642 -1.3812 0.092 -0.321 0.210 0.296
C 4.5303 1.1756 -3.8435 -0.096 -1.432 2.276 -1.978
C 3.9648 1.4564 -2.4685 2.038 2.149 -0.124 0.844
C 2.8208 0.5610 -2.1199 2.405 -0.447 2.595 -0.494
O 2.3750 0.9559 -0.8331 -0.806 -0.289 0.039 0.108
C 1.6186 2.1485 -0.8185 0.118 -0.316 -1.144 -0.747
N 5.0804 1.3308 -1.4709 -0.777 -0.157 -0.251 -0.658
H 5.4666 1.6404 -3.9743 1.067 0.615 -0.302 0.478
H 3.8241 1.4893 -4.5164 -1.462 0.705 -2.144 0.460
H 4.6225 0.1020 -3.8604 0.348 -0.603 -0.620 0.456
H 3.7858 2.5779 -2.4781 -0.801 -1.289 0.218 0.230
H 3.2601 -0.4634 -1.9767 -0.273 0.670 -0.068 0.040
H 2.0619 0.4216 -2.8020 -1.973 0.289 -1.753 0.285
H 0.8709 2.2150 -1.6076 0.188 -0.187 -0.755 0.459
H 2.2259 3.0359 -0.8384 0.397 0.424 0.013 0.406
H 1.0025 2.1264 0.0185 -0.552 0.007 1.912 -0.199
H 4.7683 0.8105 -0.6581 -0.103 0.181 0.094 0.193
H 5.8067 0.7808 -1.8943 0.384 -0.268 -0.076 0.321
C 5.1994 -1.6032 1.6297 0.071 -0.450 -0.159 -0.885
C 5.4510 -3.1041 1.4140 -1.063 0.248 1.092 0.521
C 5.7605 -3.8867 2.7153 1.621 -0.449 -0.278 -0.374
O 7.0458 -3.5060 3.3167 -0.171 -0.305 -1.520 -0.394
C 8.1473 -4.0694 2.5349 -0.951 -0.891 1.420 -0.638
N 4.2906 -3.6745 0.7623 0.313 -1.170 -0.901 -0.550
H 6.1180 -1.1298 1.8935 0.651 0.310 1.001 0.557
H 4.3548 -1.3098 2.2747 0.463 -0.396 -0.122 -0.067
H 5.0597 -1.1776 0.6554 -0.702 0.175 -0.731 0.141
H 6.2970 -3.1344 0.7443 0.371 -0.343 -0.254 0.100
H 5.8182 -5.0180 2.5131 -0.318 1.430 0.146 0.377
H 4.9758 -3.6789 3.4446 0.139 -0.061 0.105 -0.034
H 8.0788 -5.1890 2.7246 0.438 1.148 -0.669 0.252
H 9.0919 -3.6824 2.9151 -0.182 -0.032 0.376 0.280
H 8.1457 -3.8126 1.4753 -0.437 -0.166 -0.031 0.266
H 4.2047 -4.6810 0.8555 0.391 0.037 -0.029 0.245
H 3.3971 -3.3114 1.0010 -0.630 1.008 0.542 0.165
C -2.1277 -0.3955 4.7563 1.595 0.217 0.263 -1.488
C -1.3921 -1.4696 3.8939 0.175 0.462 0.792 2.398
C -0.5504 -2.4364 4.7941 -0.615 1.104 -1.030 -1.033
O 0.3715 -3.1476 3.9720 0.503 -0.872 0.409 -0.346
C 1.2908 -3.8773 4.8286 -1.225 1.175 0.589 -0.779
N -2.3762 -2.2781 3.2352 -1.152 -0.617 -1.859 -0.664
H -2.7332 0.3946 4.2653 0.255 -0.904 -0.249 0.331
H -1.2857 0.1428 5.2259 -0.370 0.064 0.084 0.068
H -2.6941 -0.8476 5.5563 -0.397 -0.229 0.143 0.433
H -0.7320 -0.8806 3.2321 0.123 -0.472 0.059 -0.941
H -1.3116 -3.0914 5.2134 0.132 -0.386 0.362 0.473
H 0.0229 -1.9311 5.5765 -0.264 0.262 0.000 0.260
H 0.8049 -4.7542 5.3449 0.647 0.590 -0.881 0.292
H 1.5160 -3.1354 5.5941 0.290 -0.280 0.624 0.376
H 2.2483 -4.0230 4.3472 -0.177 -0.698 -0.573 0.165
H -2.0615 -3.0192 2.5683 0.192 1.043 0.982 0.309
H -3.0049 -1.6828 2.6717 0.311 -0.429 0.490 0.176
C -1.3923 0.1359 -4.0497 -2.522 0.449 0.712 -0.632
C -2.1604 -0.9399 -4.8142 -0.237 0.155 -0.402 0.445
C -1.9017 -0.8904 -6.3390 -2.091 -0.869 0.803 -0.657
O -2.2318 0.3096 -6.9708 0.245 1.224 0.174 -0.374
C -3.5174 0.5934 -7.4752 -0.674 0.807 -0.390 -0.648
N -1.8306 -2.2302 -4.2183 -0.632 -0.819 0.257 -0.343
H -1.7530 1.1745 -4.2395 0.504 -0.814 -0.308 -0.051
H -0.3580 0.0162 -4.2384 1.201 0.048 0.057 0.235
H -1.6835 -0.0641 -3.0025 0.729 0.217 -0.173 -0.067
H -3.2584 -0.8620 -4.6715 0.491 0.393 0.055 0.410
H -2.4614 -1.7574 -6.7431 0.067 0.324 -0.266 0.490
H -0.8815 -1.0724 -6.5228 1.495 -0.119 -0.263 -0.125
H -4.1529 1.4256 -6.9807 1.431 -1.182 -0.033 0.143
H -4.1359 -0.3028 -7.4566 -0.115 -0.128 -0.269 0.353
H -3.3586 0.9700 -8.5149 -0.319 -0.520 0.613 0.260
H -2.5287 -2.9575 -4.4112 0.649 0.459 -0.097 0.302
H -0.8884 -2.5914 -4.3322 -0.111 0.334 -0.265 -0.033
C -6.1267 3.0692 -2.1143 0.330 0.822 -0.629 -1.338
C -4.9894 2.2198 -2.6544 0.317 1.506 -1.310 0.400
C -3.8754 3.1746 -3.2670 -1.011 -1.491 -0.379 -0.707
O -3.1805 3.7464 -2.2249 0.787 0.408 1.019 0.059
C -2.1608 4.6859 -2.5588 0.449 -0.875 0.338 -0.871
N -4.3315 1.3865 -1.7154 0.568 -1.376 1.664 -0.318
H -6.7724 3.2741 -3.0095 0.037 0.016 1.287 0.370
H -5.6978 4.0068 -1.7403 -0.278 0.023 -0.021 0.199
H -6.6066 2.5959 -1.2635 -0.541 -0.179 -0.248 0.357
H -5.4533 1.6733 -3.4915 0.606 -0.361 0.127 0.249
H -4.3231 3.8832 -3.9309 -0.729 0.978 -0.242 0.456
H -3.2317 2.6215 -3.9447 0.470 -0.510 0.089 0.110
H -2.6354 5.5964 -2.8749 -0.002 0.578 -0.487 0.294
H -1.4541 4.2732 -3.3111 -0.537 0.263 0.123 0.290
H -1.5670 4.9021 -1.6538 -0.512 -0.172 -0.249 0.195
H -4.8380 1.1690 -0.8400 -0.028 0.318 -0.870 0.266
H -3.4768 1.8330 -1.4059 0.059 0.061 0.016 -0.061
C 2.2233 -5.6273 -4.0567 -1.615 -0.434 1.764 -1.606
C 1.7645 -4.3739 -4.7306 0.454 0.646 0.663 0.904
C 2.3944 -3.1145 -4.0301 -1.603 0.337 -1.396 -0.302
O 1.9385 -1.8865 -4.6815 -0.536 -1.291 1.909 0.146
C 2.5379 -1.3634 -5.8160 -1.078 -0.208 -0.851 -1.153
N 2.1359 -4.4318 -6.1096 -0.297 1.367 -1.513 -0.688
H 1.7295 -5.6369 -3.0378 0.953 -0.099 -0.762 0.291
H 3.2952 -5.6651 -3.9728 0.481 -0.195 0.125 0.429
H 1.8178 -6.5179 -4.5477 0.319 0.168 -0.190 0.431
H 0.6643 -4.3699 -4.6818 0.213 0.458 0.125 0.071
H 3.4681 -3.1737 -4.0701 0.667 -0.089 -0.076 0.440
H 2.0747 -3.0007 -2.9999 -0.053 -0.094 0.192 -0.327
H 1.8081 -1.4121 -6.6500 0.401 -0.414 -0.096 0.253
H 3.4526 -1.8913 -6.0953 0.240 0.580 0.059 0.462
H 2.5562 -0.3036 -5.6412 1.098 0.627 -0.031 0.176
H 2.0718 -3.4708 -6.5064 0.143 -1.405 0.091 0.254
H 3.0726 -4.7870 -6.2491 0.101 0.100 0.058 0.301
C 1.1159 3.7661 6.4366 0.252 -0.465 0.658 -1.428
C 0.6904 2.2969 6.2362 -1.776 1.361 1.335 0.963
C 1.7818 1.5630 5.6287 0.849 -1.143 -0.477 -1.084
O 1.3841 0.1998 5.3511 1.609 1.197 -0.699 -0.117
C 2.5124 -0.3390 4.6299 -1.174 -1.543 0.402 -0.600
N 0.2864 1.6934 7.5053 0.459 1.275 0.409 -0.754
H 0.3868 4.3652 7.0458 0.868 -0.704 -0.363 0.365
H 1.1645 4.2038 5.4573 0.037 0.475 -0.528 0.372
H 2.1588 3.7593 6.8393 -0.935 0.376 0.141 0.306
H -0.1620 2.3282 5.5582 -0.143 -0.200 -0.438 0.088
H 2.6720 1.5583 6.2777 -0.173 -0.082 0.108 0.377
H 2.0900 2.0899 4.7137 -0.129 -0.285 -0.130 0.325
H 2.7879 0.3160 3.8026 0.206 0.015 0.067 0.378
H 2.1683 -1.3106 4.2202 0.282 0.513 0.126 -0.049
H 3.3409 -0.5482 5.3303 -0.076 0.348 -0.390 0.377
H 0.1478 0.7226 7.4548 0.097 -1.543 -0.441 0.220
H -0.6020 2.0535 7.8034 -0.252 0.427 0.150 0.292
C 0.3243 -2.9951 -0.2163 -0.820 0.386 0.566 -1.693
C 0.9102 -1.6773 0.2395 -1.126 1.573 1.381 1.882
C -0.2369 -0.6761 0.5208 -1.899 -0.498 -0.134 0.131
O 0.0693 0.4126 1.3407 2.508 0.194 0.250 -0.007
C -0.8750 1.4023 1.5612 -1.650 -1.222 -1.098 -1.395
N 1.7194 -1.7190 1.4464 1.764 -1.127 -2.112 0.651
H -0.2999 -3.5319 0.5190 0.540 0.247 0.098 0.179
H 1.1146 -3.6167 -0.5873 0.282 -0.565 -0.269 0.463
H -0.3765 -2.7238 -1.0021 0.013 -0.243 -0.531 0.284
H 1.4095 -1.2697 -0.6240 1.012 0.079 0.105 -1.261
H -1.0377 -1.2619 0.9983 -0.131 -0.015 0.216 -0.290
H -0.7011 -0.3013 -0.3848 0.000 0.124 -0.730 0.090
H -1.3272 1.8052 0.6308 0.630 0.211 0.062 0.215
H -0.5165 2.1668 2.2172 0.532 0.394 0.196 0.523
H -1.7200 0.9118 2.0133 -0.793 -0.009 0.703 0.496
H 2.1464 -0.8498 1.6444 0.375 1.081 -0.172 -0.030
H 1.2563 -1.9824 2.2603 -1.473 -0.837 1.402 -0.410
C -2.4771 4.5616 2.1744 0.776 -0.659 0.061 -1.174
C -3.5852 5.3651 1.6041 0.083 1.914 -0.389 1.075
C -4.4241 6.1376 2.6741 0.578 0.922 -0.815 -0.904
O -5.1351 5.3542 3.5757 -0.168 -0.508 0.715 -0.360
C -6.2185 4.6060 3.0482 0.209 0.726 0.262 -0.732
N -2.9732 6.3977 0.6788 -1.593 -1.874 -0.750 -0.654
H -1.7809 5.2305 2.6934 0.043 -0.304 0.082 0.311
H -1.9374 4.0062 1.3850 -0.182 0.469 0.266 -0.008
H -2.8731 3.8105 2.8500 0.038 -0.027 0.419 0.381
H -4.2169 4.6855 1.0205 -0.136 0.430 -0.095 -0.005
H -5.0461 6.8581 2.0925 -0.359 -0.594 0.238 0.424
H -3.7973 6.8660 3.2730 -0.182 -1.178 -0.432 0.291
H -6.8878 4.2874 3.8239 0.111 -0.158 0.898 0.283
H -5.9266 3.7227 2.5100 0.336 -0.306 -0.536 0.238
H -6.8247 5.2728 2.4745 -0.427 0.338 -1.047 0.349
H -2.5122 7.1057 1.1898 0.483 0.851 0.735 0.236
H -3.7086 6.8250 0.1083 0.407 -0.061 0.324 0.269
```
Positions in Å, forces in eV/Å.

The calculation puts the LUMO energy at 0.56 eV. The SMILES is COC[C@H](C)N.COC[C@H](C)N.COC[C@H](C)N.COC[C@H](C)N.COC[C@H](C)N.COC[C@H](C)N.COC[C@H](C)N.COC[C@H](C)N.COC[C@H](C)N.NC(N)=O. The calculation puts the energy above the lowest of the compared OMol25 structures with the same formula, charge and spin at 335.7 kJ/mol.